Record 1
Computed, not measured: a molecular structure, C38H41Br2CoN4P2, with wB97M-V/def2-TZVPD.

Cartesian coordinates (Å):
Co: -0.54 -0.05 -0.97
Br: -6.94 0.36 -2.92
C: -5.10 0.12 -2.58
C: -4.13 0.77 -3.34
C: -2.81 0.65 -2.98
N: -2.38 -0.10 -1.96
C: -3.31 -0.84 -1.30
C: -4.67 -0.71 -1.56
C: -2.79 -1.73 -0.27
C: -3.52 -2.82 0.20
C: -3.03 -3.55 1.27
Br: -3.98 -5.04 1.94
C: -1.82 -3.16 1.84
C: -1.12 -2.13 1.25
N: -1.55 -1.43 0.20
H: -4.41 1.38 -4.18
H: -2.05 1.17 -3.54
H: -5.40 -1.24 -0.96
H: -4.45 -3.10 -0.27
H: -1.42 -3.66 2.70
H: -0.15 -1.84 1.65
C: 3.00 0.36 -0.70
P: 1.55 -0.66 -0.26
C: 1.52 -0.25 1.53
N: 2.43 -0.72 2.34
C: 2.46 -0.46 3.65
C: 3.41 -0.97 4.52
C: 3.37 -0.66 5.87
C: 2.37 0.15 6.38
C: 1.40 0.69 5.54
C: 1.42 0.42 4.18
N: 0.53 0.92 3.31
C: 0.54 0.63 2.04
P: -0.56 1.50 0.87
C: 0.40 3.07 0.82
C: -2.11 1.98 1.85
C: -2.78 0.69 2.33
C: -3.01 2.72 0.85
C: -1.79 2.86 3.04
C: 2.19 -2.45 -0.47
C: 2.89 -2.99 0.77
C: 3.19 -2.44 -1.64
C: 1.00 -3.35 -0.83
H: 3.87 0.03 -0.15
H: 2.80 1.41 -0.46
H: 3.18 0.28 -1.77
H: 4.18 -1.61 4.12
H: 4.13 -1.06 6.53
H: 2.33 0.37 7.43
H: 0.62 1.33 5.93
H: 0.79 3.27 1.82
H: -0.23 3.89 0.50
H: 1.22 2.97 0.12
H: -3.17 0.11 1.49
H: -3.61 0.92 2.99
H: -2.08 0.07 2.89
H: -3.21 2.12 -0.03
H: -2.55 3.66 0.54
H: -3.96 2.97 1.32
H: -1.08 2.36 3.70
H: -2.70 3.03 3.61
H: -1.39 3.82 2.73
H: 3.70 -2.34 1.09
H: 3.31 -3.96 0.54
H: 2.20 -3.11 1.60
H: 4.10 -1.92 -1.38
H: 2.76 -2.00 -2.53
H: 3.46 -3.47 -1.87
H: 0.42 -3.61 0.06
H: 1.36 -4.27 -1.27
H: 0.34 -2.86 -1.55
C: 2.54 0.16 -5.65
C: 1.90 -0.85 -4.92
C: 1.11 -0.53 -3.84
C: 0.92 0.80 -3.43
C: 0.09 1.16 -2.33
C: -0.25 2.50 -2.18
C: 0.37 3.51 -2.93
C: 1.28 3.18 -3.91
C: 1.54 1.83 -4.21
C: 2.37 1.47 -5.29
H: 3.16 -0.10 -6.49
H: 2.01 -1.88 -5.22
H: 0.58 -1.31 -3.30
H: -1.02 2.79 -1.48
H: 0.11 4.54 -2.74
H: 1.74 3.95 -4.50
H: 2.85 2.26 -5.85

Output
Total charge: +2
Lowest unoccupied orbital energy (spin up / spin down) in eV: -7.101 / -7.204
Kohn-Sham gap (spin up / spin down) in Eh: 0.21097 / 0.20791
ΔE to the lowest compared entry with this formula, charge and spin in eV: 0.661

Record 2
Computed, not measured: 6 unconnected molecules or ions with the total composition C38H41Cl2F41IN2O5, with wB97M-V/def2-TZVPD.

Cartesian coordinates (Å):
C: 0.50 -2.40 -6.56
C: 0.55 -1.98 -5.21
C: 0.35 -1.17 -3.76
N: -0.21 0.23 -3.93
C: -0.56 0.95 -2.65
C: -1.52 0.13 -1.61
I: -3.22 -0.93 -2.49
C: -0.68 -0.85 -0.55
C: -0.40 -0.04 0.88
C: -1.35 2.40 -2.92
N: -1.30 2.86 -4.35
F: -2.26 2.30 -5.13
C: 0.09 2.69 -4.91
C: 0.62 1.11 -4.89
C: 2.23 0.93 -4.76
Cl: 2.99 2.16 -5.98
C: 2.88 1.16 -3.28
C: 2.95 2.70 -2.75
Cl: 4.67 0.57 -3.40
H: 0.43 -2.78 -7.69
H: 1.39 -1.23 -3.23
H: -0.37 -1.88 -3.14
H: -1.12 0.10 -4.46
H: 0.40 1.26 -2.02
H: -2.00 0.96 -0.89
H: -1.37 -1.77 -0.33
H: 0.38 -1.14 -0.96
H: 0.11 -0.74 1.67
H: -1.40 0.39 1.32
H: 0.33 0.86 0.58
H: -0.79 3.25 -2.28
H: -2.46 2.31 -2.57
H: 0.84 3.44 -4.41
H: 0.03 3.01 -6.06
H: 0.33 0.69 -5.98
H: 2.63 -0.13 -5.14
H: 2.41 0.52 -2.42
H: 3.44 3.47 -3.50
H: 1.83 3.03 -2.51
H: 3.48 2.68 -1.69
C: -7.05 -2.34 1.85
C: -5.88 -2.55 2.83
C: -5.84 -1.58 4.01
F: -5.71 -0.30 3.61
F: -4.76 -1.84 4.80
F: -4.71 -2.55 2.14
F: -6.01 -3.82 3.34
O: -6.75 -1.57 0.68
C: -6.81 -0.16 0.84
C: -5.44 0.52 0.66
F: -4.52 0.02 1.52
F: -5.52 1.85 0.91
F: -7.39 0.13 2.04
F: -7.67 0.29 -0.11
H: -7.31 -3.33 1.47
H: -7.96 -1.99 2.35
H: -6.73 -1.67 4.63
H: -5.07 0.38 -0.35
C: 2.02 -5.31 3.24
C: 3.18 -5.53 4.22
C: 3.23 -4.55 5.39
F: 3.35 -3.27 5.00
F: 4.30 -4.82 6.19
F: 4.35 -5.52 3.52
F: 3.06 -6.79 4.72
O: 2.31 -4.55 2.06
C: 2.25 -3.13 2.23
C: 3.62 -2.45 2.05
F: 4.55 -2.95 2.91
F: 3.54 -1.12 2.29
F: 1.68 -2.84 3.42
F: 1.39 -2.68 1.28
H: 1.75 -6.30 2.85
H: 1.11 -4.96 3.74
H: 2.33 -4.64 6.01
H: 4.00 -2.60 1.03
C: 10.05 1.91 -4.46
C: 10.42 2.92 -3.36
C: 11.37 2.39 -2.30
F: 10.86 1.33 -1.63
F: 11.62 3.35 -1.36
F: 9.28 3.41 -2.81
F: 11.02 3.99 -3.98
O: 8.82 1.21 -4.30
C: 8.88 0.06 -3.45
C: 8.06 0.21 -2.17
F: 8.45 1.29 -1.45
F: 8.21 -0.87 -1.36
F: 10.18 -0.25 -3.22
F: 8.39 -0.97 -4.20
H: 9.91 2.50 -5.38
H: 10.88 1.23 -4.71
H: 12.33 2.10 -2.73
H: 6.99 0.33 -2.40
C: -4.58 -4.56 8.81
C: -5.86 -5.28 9.28
C: -5.69 -6.77 9.58
F: -5.28 -7.47 8.50
F: -6.87 -7.31 9.97
F: -6.85 -5.07 8.37
F: -6.27 -4.66 10.43
O: -4.42 -4.41 7.39
C: -3.87 -5.54 6.72
C: -4.86 -6.19 5.74
F: -6.00 -6.58 6.36
F: -4.33 -7.30 5.17
F: -3.38 -6.41 7.63
F: -2.79 -5.07 6.03
H: -4.65 -3.53 9.18
H: -3.68 -4.96 9.28
H: -4.97 -6.93 10.39
H: -5.13 -5.49 4.94
C: -1.26 8.63 -2.77
C: -1.71 9.36 -4.05
C: -3.21 9.65 -4.12
F: -3.96 8.53 -4.09
F: -3.51 10.29 -5.29
F: -1.29 8.67 -5.14
F: -1.04 10.56 -4.09
O: -1.12 7.21 -2.87
C: -2.32 6.46 -2.71
C: -2.74 5.72 -3.98
F: -2.90 6.56 -5.03
F: -3.93 5.08 -3.81
F: -3.29 7.28 -2.23
F: -2.07 5.57 -1.71
H: -0.24 8.99 -2.56
H: -1.84 8.92 -1.89
H: -3.53 10.31 -3.30
H: -1.99 4.97 -4.26

Output
Total charge: +1
Lowest unoccupied orbital energy in eV: -2.982
Kohn-Sham gap in Eh: 0.36819

Record 3
Computed, not measured: a molecular structure, C38H41N5O7P2PtSe, with wB97M-V/def2-TZVPD.

Cartesian coordinates (Å):
Pt: 0.69 0.21 0.83
C: -1.90 3.09 0.58
C: -2.63 1.86 1.12
P: -1.52 0.57 1.84
C: -1.16 1.34 3.47
C: -1.91 1.03 4.60
C: -1.60 1.62 5.82
C: -0.54 2.51 5.92
C: 0.20 2.83 4.79
C: -0.10 2.24 3.57
C: -2.55 -0.85 2.32
C: -1.88 -1.98 2.78
C: -2.59 -3.11 3.12
C: -3.97 -3.13 2.97
C: -4.63 -2.01 2.51
C: -3.93 -0.87 2.18
C: -1.36 2.88 -0.84
P: 0.24 1.96 -1.02
C: 0.13 1.49 -2.79
C: -0.76 0.47 -3.11
C: -0.92 0.06 -4.42
C: -0.17 0.66 -5.43
C: 0.68 1.71 -5.12
C: 0.84 2.12 -3.81
C: 1.55 3.21 -0.98
C: 2.79 2.85 -1.51
C: 3.85 3.74 -1.50
C: 3.69 5.00 -0.94
C: 2.46 5.36 -0.39
C: 1.40 4.47 -0.40
H: -1.10 3.38 1.26
H: -2.61 3.91 0.55
H: -3.22 1.39 0.33
H: -3.29 2.15 1.95
H: -2.74 0.34 4.53
H: -2.16 1.36 6.70
H: -0.29 2.94 6.87
H: 1.03 3.51 4.87
H: 0.49 2.46 2.69
H: -0.80 -1.95 2.87
H: -2.08 -3.99 3.48
H: -4.53 -4.02 3.23
H: -5.71 -2.03 2.40
H: -4.46 0.00 1.82
H: -1.19 3.85 -1.32
H: -2.10 2.34 -1.43
H: -1.35 0.02 -2.33
H: -1.62 -0.72 -4.66
H: -0.27 0.32 -6.44
H: 1.22 2.21 -5.91
H: 1.50 2.95 -3.60
H: 2.91 1.87 -1.95
H: 4.80 3.46 -1.94
H: 4.51 5.70 -0.93
H: 2.34 6.34 0.04
H: 0.46 4.77 0.02
N: 5.37 -2.08 -0.48
C: 4.09 -2.76 -0.85
C: 2.90 -2.11 -0.14
N: 2.47 -0.84 -0.69
H: 6.17 -2.52 -0.96
H: 5.52 -2.14 0.53
H: 5.35 -1.09 -0.74
H: 4.17 -3.81 -0.56
H: 3.97 -2.72 -1.93
H: 3.12 -1.95 0.92
H: 2.05 -2.79 -0.18
H: 2.12 -0.92 -1.63
H: 3.17 -0.11 -0.62
O: -2.12 -0.61 -0.28
C: -1.35 -1.54 -0.53
O: -0.20 -1.70 -0.08
C: -1.73 -2.58 -1.58
C: -2.96 -3.20 -1.69
C: -3.14 -4.15 -2.70
C: -2.14 -4.47 -3.60
C: -0.92 -3.83 -3.47
C: -0.71 -2.90 -2.46
N: 0.20 -4.12 -4.36
O: -0.01 -4.75 -5.35
O: 1.28 -3.68 -4.01
N: -4.42 -4.86 -2.78
O: -5.18 -4.70 -1.85
O: -4.60 -5.54 -3.75
H: -3.77 -2.99 -1.01
H: -2.32 -5.20 -4.38
H: 0.26 -2.43 -2.38
C: 2.04 -0.46 3.70
O: 2.04 -0.72 2.37
H: 2.06 -1.41 4.26
H: 1.15 0.09 4.05
H: 2.94 0.10 4.00
Se: 3.49 3.70 2.88
C: 2.91 2.39 1.89
N: 2.54 1.53 1.18

Output
Total charge: +2
Lowest unoccupied orbital energy (spin up / spin down) in eV: -7.944 / -7.950
Kohn-Sham gap (spin up / spin down) in Eh: 0.18158 / 0.18130

Quick rundown of total energy, same order as above: -242308.6205; -197832.2369; -149003.5113 eV
Quick rundown of F_max, same order as above: 0.045; 0.187; 0.070 Eh/bohr